(1)
Here is 3 unconnected molecules or ions with the total composition C4H11NO2 from OMol25. Energies are from the ωB97M-V functional and the def2-TZVPD basis.

Last column: natural (NBO) charge in e.
Geometry (Å):
C (-0.787099, -4.091646, -1.348798)  -0.395
C (-0.474808, -3.089495, -2.149478)  -0.192
C (0.884310, -2.432106, -2.232848)  -0.336
C (1.284659, -1.504410, -1.372959)  0.016
N (2.562921, -0.926016, -1.351636)  -0.819
H (-1.736265, -4.594723, -1.369694)  0.200
H (-0.030678, -4.434224, -0.648310)  0.196
H (-1.131813, -2.548952, -2.831406)  0.198
H (1.540575, -3.023602, -2.869555)  0.205
H (0.625662, -1.037514, -0.652312)  0.194
H (2.620831, 0.080211, -1.427350)  0.372
H (3.177892, -1.319486, -2.042219)  0.361
O (-1.958105, 5.835416, 3.139231)  -0.959
H (-2.870096, 5.836562, 3.436052)  0.482
H (-1.810982, 6.558912, 2.538703)  0.486
O (-0.805257, 3.256696, 3.594159)  -0.963
H (-1.207938, 4.128104, 3.727925)  0.490
H (0.116191, 3.306274, 3.860495)  0.464

Cartesian forces (eV/Å) of the 3 atoms listed first:
0.3435 0.0859 -0.0218
0.7066 1.5062 -0.3283
-0.7756 -1.7546 1.0385

For the maximum force, the calculation gives 2.18 eV/A. The value obtained for the energy above the lowest of the compared OMol25 structures with the same formula, charge and spin is 2.409 eV. As for the total charge: 0. As for the spin multiplicity: 1. The structure (SMILES) is C=C/C=C/N.O.O.

=====

(2)
Here is 3 unconnected molecules or ions with the total composition C4H11NO2 from OMol25. Energies are from the ωB97M-V functional and the def2-TZVPD basis.

Last column: natural (NBO) charge in e.
Geometry (Å):
C (0.057741, 1.836867, -0.246611)  -0.054
N (-0.284787, 1.639237, 0.969493)  -0.389
C (0.235790, 0.561898, 1.680606)  0.133
C (1.497263, 0.595565, 2.077231)  -0.444
C (-0.760568, -0.375527, 2.267734)  -0.655
H (-0.187028, 2.862954, -0.675698)  0.192
H (0.675358, 1.106268, -0.851636)  0.139
H (2.018729, 1.413950, 1.773931)  0.187
H (2.158559, -0.207770, 2.433876)  0.214
H (-1.809022, 0.110137, 2.587149)  0.231
H (-0.376102, -0.782491, 3.127850)  0.223
H (-0.966463, -1.342278, 1.781945)  0.225
O (-0.580254, -0.263850, -3.117084)  -0.951
H (-0.321496, -0.010526, -2.166019)  0.475
H (0.119413, 0.021678, -3.692397)  0.476
O (-0.025117, -2.919317, -2.066319)  -0.934
H (-0.645480, -2.414597, -1.474010)  0.464
H (-0.011352, -2.479468, -2.837974)  0.469

Cartesian forces (eV/Å) of the 3 atoms listed first:
-0.0157 0.8714 0.6295
0.2366 0.8454 -1.5467
-0.8709 -0.6586 0.7729

For the maximum force, the calculation gives 5.84 eV/A. The value obtained for the energy above the lowest of the compared OMol25 structures with the same formula, charge and spin is 3.427 eV. As for the total charge: 0. As for the spin multiplicity: 1. The structure (SMILES) is C=NC(=C)C.O.O.

=====

(3)
Here is 3 unconnected molecules or ions with the total composition C4H11NO2 from OMol25. Energies are from the ωB97M-V functional and the def2-TZVPD basis.

Last column: natural (NBO) charge in e.
Geometry (Å):
C (-2.160980, -1.253573, -1.196573)  -0.028
N (-1.561261, -0.118352, -0.892728)  -0.422
C (-0.097379, -0.110675, -1.058568)  -0.096
C (0.692774, 1.028935, -1.016327)  -0.202
C (2.104291, 1.197358, -0.520510)  -0.674
H (-1.810433, -1.689692, -2.125221)  0.155
H (-3.051739, -1.603733, -0.719333)  0.196
H (0.512269, -0.980107, -1.196164)  0.192
H (0.215244, 1.939054, -1.492061)  0.204
H (2.725378, 1.863436, -1.156481)  0.226
H (2.630504, 0.203103, -0.609322)  0.216
H (2.287092, 1.390611, 0.521956)  0.243
O (0.425234, 0.513377, 2.148309)  -0.961
H (0.314047, 0.770813, 1.230221)  0.485
H (0.217257, 1.361628, 2.638933)  0.477
O (-1.467662, -1.787380, 1.937313)  -0.955
H (-0.891731, -1.099152, 2.429444)  0.492
H (-1.082905, -1.625650, 1.077114)  0.454

Cartesian forces (eV/Å) of the 3 atoms listed first:
1.8377 3.2253 -1.0969
0.8842 -2.7470 0.5762
0.5481 2.8566 -0.4461

For the maximum force, the calculation gives 3.87 eV/A. The value obtained for the energy above the lowest of the compared OMol25 structures with the same formula, charge and spin is 3.877 eV. As for the total charge: 0. As for the spin multiplicity: 1. The structure (SMILES) is C=N/C=C/C.O.O.

=====

(4)
Here is 3 unconnected molecules or ions with the total composition C4H11NO2 from OMol25. Energies are from the ωB97M-V functional and the def2-TZVPD basis.

Last column: natural (NBO) charge in e.
Geometry (Å):
C (0.928747, -0.051648, -2.063032)  -0.345
C (0.610736, -1.216958, -1.460496)  -0.242
C (-0.471726, -1.176639, -0.450057)  0.140
C (-1.632040, -0.590338, -0.866418)  -0.474
N (-0.199312, -1.475629, 0.896347)  -0.812
H (1.560492, -0.112906, -2.956685)  0.190
H (0.864443, 0.880402, -1.523762)  0.213
H (1.234582, -2.088153, -1.610170)  0.211
H (-2.075115, -0.841286, -1.819218)  0.211
H (-2.218565, -0.038448, -0.127385)  0.167
H (-1.000187, -1.451411, 1.512154)  0.363
H (0.471941, -0.830872, 1.299537)  0.369
O (-0.576512, 1.974119, 0.870150)  -0.950
H (-1.414149, 1.631687, 1.200124)  0.474
H (-0.699551, 2.910630, 0.754137)  0.483
O (1.853474, 0.763898, 1.914212)  -0.948
H (0.951057, 0.765327, 1.572112)  0.478
H (1.811685, 0.948224, 2.858449)  0.470

Cartesian forces (eV/Å) of the 3 atoms listed first:
0.9986 -1.3556 -0.0794
-0.0979 0.3135 0.5454
-0.3834 1.2463 -0.4731

For the maximum force, the calculation gives 1.69 eV/A. The value obtained for the energy above the lowest of the compared OMol25 structures with the same formula, charge and spin is 3.122 eV. As for the total charge: 0. As for the spin multiplicity: 1. The structure (SMILES) is C=CC(=C)N.O.O.

=====

(5)
Here is a single C4H11NO2 molecule from OMol25. Energies are from the ωB97M-V functional and the def2-TZVPD basis.

Last column: natural (NBO) charge in e.
Geometry (Å):
N (0.287195, 1.267824, -0.624343)  -0.857
C (0.480004, -0.118959, -0.213814)  -0.081
C (1.599035, -0.250928, 0.809647)  -0.072
O (2.805820, 0.272404, 0.222495)  -0.748
C (-0.797937, -0.763063, 0.322811)  -0.437
C (-2.163727, -0.202518, -0.087882)  -0.051
O (-2.268068, 0.007975, -1.478784)  -0.739
H (0.202756, 1.926334, 0.148602)  0.354
H (1.036309, 1.630049, -1.184722)  0.377
H (0.755021, -0.554864, -1.181437)  0.200
H (1.440114, 0.392574, 1.675639)  0.175
H (1.796262, -1.269896, 1.145590)  0.175
H (3.440802, -0.387428, -0.027736)  0.474
H (-0.824597, -1.847289, 0.218827)  0.216
H (-0.768424, -0.630459, 1.422418)  0.193
H (-2.949133, -0.902718, 0.173393)  0.181
H (-2.420987, 0.742606, 0.410026)  0.155
H (-1.650438, 0.688348, -1.750724)  0.485

Cartesian forces (eV/Å) of the 3 atoms listed first:
-0.9002 0.8370 0.4756
-0.2534 0.2162 -0.6437
1.3783 0.0374 -0.8588

For the maximum force, the calculation gives 1.69 eV/A. The value obtained for the energy above the lowest of the compared OMol25 structures with the same formula, charge and spin is 1.382 eV. As for the total charge: 0. As for the spin multiplicity: 1. The structure (SMILES) is N[C@@H](CO)CCO.

=====

(6)
Here is 2 unconnected molecules or ions with the total composition C4H11NO2 from OMol25. Energies are from the ωB97M-V functional and the def2-TZVPD basis.

Last column: natural (NBO) charge in e.
Geometry (Å):
C (1.629698, -2.059371, -1.519669)  -0.721
C (1.437881, -0.835533, -0.664257)  0.684
N (0.946956, 0.255963, -1.316930)  -0.829
O (1.647399, -0.831128, 0.534517)  -0.633
H (2.153724, -2.847842, -0.984779)  0.247
H (2.178617, -1.845172, -2.433297)  0.224
H (0.649658, -2.429750, -1.814053)  0.235
H (1.048058, 1.172228, -0.892484)  0.409
H (0.687551, 0.173101, -2.284023)  0.394
C (-1.963837, 1.236646, 0.548587)  -0.642
C (-1.164069, 1.231968, 1.860780)  -0.062
O (-0.711948, -0.065989, 2.241363)  -0.743
H (-1.362285, 1.663838, -0.257614)  0.189
H (-2.848345, 1.877460, 0.631676)  0.207
H (-2.294609, 0.252678, 0.226117)  0.220
H (-0.289226, 1.860670, 1.720706)  0.154
H (-1.785646, 1.543424, 2.693126)  0.177
H (0.040429, -0.353184, 1.710236)  0.490

Cartesian forces (eV/Å) of the 3 atoms listed first:
-0.0202 -0.2435 -0.1694
-0.1679 -0.0126 0.1401
0.2533 0.0935 0.0279

For the maximum force, the calculation gives 1.32 eV/A. The value obtained for the energy above the lowest of the compared OMol25 structures with the same formula, charge and spin is 0.548 eV. As for the total charge: 0. As for the spin multiplicity: 1. The structure (SMILES) is CC(N)=O.CCO.

=====

| no. | HOMO-LUMO gap (eV) | molecular weight (g mol⁻¹) |
| --- | --- | --- |
| 1 | 9.014 | 105.137 |
| 2 | 9.521 | 105.137 |
| 3 | 8.490 | 105.137 |
| 4 | 8.725 | 105.137 |
| 5 | 10.232 | 105.137 |
| 6 | 10.360 | 105.137 |